{
  "formula": "C4H10Si",
  "method": "ωB97M-V/def2-TZVPD",
  "elements": ["C", "Si", "C", "C", "H", "H", "H", "H", "H", "H", "C", "H", "H", "H", "H"],
  "positions_angstrom": [[0.312, 1.154, 2.100], [-0.880, 0.222, 1.276], [-0.974, -0.987, -0.296], [-2.204, -1.013, 0.702], [1.089, 0.529, 2.529], [0.000, 1.904, 2.864], [-0.470, -1.921, -0.427], [-1.132, -0.510, -1.247], [-3.153, -0.661, 0.371], [-2.303, -2.014, 1.287], [1.964, 0.602, -1.722], [2.139, -0.046, -1.018], [2.876, 1.313, -1.861], [1.825, 0.063, -2.681], [0.910, 1.366, -1.878]],
  "total_energy_ha": -447.6825,
  "total_charge": 0,
  "e_above_lowest_ev": 4.141,
  "lumo_energy_ev": -0.41,
  "homo_lumo_gap_ev": 7.535,
  "smiles": "C=[Si]1CC1.C"
}

***

{
  "formula": "C4H10Si",
  "method": "ωB97M-V/def2-TZVPD",
  "elements": ["C", "C", "C", "C", "Si", "H", "H", "H", "H", "H", "H", "H", "H", "H", "H"],
  "positions_angstrom": [[-0.231, 0.623, -0.690], [0.391, -0.228, 0.054], [-1.299, 1.604, -0.743], [1.647, -0.937, -0.334], [-0.398, -0.792, 1.705], [0.512, 0.304, -2.708], [-1.968, 1.482, 0.115], [-0.880, 2.611, -0.712], [-1.874, 1.504, -1.661], [1.841, -0.731, -1.390], [2.482, -0.568, 0.260], [1.571, -2.012, -0.183], [0.229, -0.133, 2.850], [-0.195, -2.240, 1.775], [-1.829, -0.488, 1.662]],
  "total_energy_ha": -447.6577,
  "total_charge": 0,
  "multiplicity": 3,
  "e_above_lowest_ev": 0.719,
  "s_squared": 2.01,
  "lumo_energy_ev": [1.06, -1.29],
  "homo_lumo_gap_ev": [7.827, 8.069]
}

***

{
  "formula": "C4H11AsBr2SSn",
  "method": "ωB97M-V/def2-TZVPD",
  "elements": ["Sn", "Br", "C", "Br", "H", "H", "C", "As", "C", "C", "S", "H", "H", "H", "H", "H", "H", "H", "H", "H"],
  "positions_angstrom": [[-0.786, -0.741, -3.305], [-3.487, -1.839, -1.989], [-4.205, -0.038, -1.763], [-2.747, 1.234, -1.941], [-4.640, 0.064, -0.769], [-4.935, 0.161, -2.548], [3.053, -0.760, 1.088], [1.366, -0.084, 0.426], [1.478, 1.846, 0.327], [0.009, -0.661, 1.682], [0.941, -0.881, -1.632], [3.212, -0.295, 2.068], [3.872, -0.485, 0.421], [3.014, -1.845, 1.206], [1.706, 2.239, 1.322], [0.541, 2.270, -0.036], [2.292, 2.105, -0.355], [0.278, -0.228, 2.650], [0.020, -1.751, 1.764], [-0.980, -0.314, 1.385]],
  "total_energy_ha": -8154.6865,
  "total_charge": 2,
  "lumo_energy_ev": -8.64,
  "homo_lumo_gap_ev": 8.622
}